C5H10O | ωB97M-V with the def2-TZVPD basis set

The calculation puts the HOMO-LUMO gap (spin up / spin down) at 3.7 / 6.0 eV. As for the total charge: -1. The expectation value of S² is 0.7545. The spin multiplicity is 2. For the energy above the lowest of the compared OMol25 structures with the same formula, charge and spin, the calculation gives 2.6561 eV.

XYZ file:
```
16
Properties=species:S:1:pos:R:3:lowdin_charge:R:1
C -1.757 0.754 0.506 -0.22
C -0.942 -0.511 0.480 -0.44
C -1.163 -1.567 -0.418 -0.19
H -1.673 1.303 -0.440 0.04
H -2.846 0.603 0.575 0.04
H -1.377 1.428 1.277 0.04
H -0.612 -0.711 1.523 0.04
H -0.483 -2.362 -0.700 -0.04
H -2.207 -1.737 -0.721 -0.03
C 2.187 -0.403 -0.545 -0.06
C 1.629 0.543 0.218 -0.33
O 1.569 1.879 -0.137 -0.06
H 1.854 -1.413 -0.367 0.02
H 2.833 -0.228 -1.393 0.02
H 1.273 0.506 1.228 0.08
H 1.715 1.917 -1.088 0.08
```

H8IO4 | ωB97M-V with the def2-TZVPD basis set

The calculation puts the HOMO-LUMO gap at 8.0 eV. As for the total charge: -1. For the energy above the lowest of the compared OMol25 structures with the same formula, charge and spin, the calculation gives 0.2726 eV.

XYZ file:
```
13
Properties=species:S:1:pos:R:3:lowdin_charge:R:1
I -0.029 0.789 0.255 -0.03
O -0.799 -1.160 3.274 -0.13
H -0.330 -0.559 2.663 -0.11
H -1.311 -0.563 3.828 0.01
O -2.988 1.222 -1.892 -0.13
H -2.089 1.255 -1.516 -0.11
H -2.852 0.802 -2.747 0.02
O 0.498 -0.042 -3.222 -0.14
H 0.434 0.130 -2.258 -0.14
H 0.928 -0.901 -3.269 0.01
O 3.100 -0.585 1.461 -0.14
H 3.037 -0.333 2.387 0.01
H 2.400 -0.054 1.034 -0.13
```

H14IO7 | ωB97M-V with the def2-TZVPD basis set

The calculation puts the HOMO-LUMO gap at 7.3 eV. As for the total charge: -1. For the energy above the lowest of the compared OMol25 structures with the same formula, charge and spin, the calculation gives 1.3030 eV.

XYZ file:
```
22
Properties=species:S:1:pos:R:3:lowdin_charge:R:1
I -0.085 0.875 0.512 -0.84
O 1.219 4.156 -2.637 -0.07
H 2.027 3.644 -2.672 0.02
H 0.609 3.606 -2.145 0.01
O -3.270 0.239 -3.514 -0.06
H -3.005 0.722 -2.732 0.03
H -2.548 0.363 -4.130 0.02
O -3.406 -2.956 1.356 -0.06
H -3.005 -3.809 1.519 0.02
H -2.665 -2.365 1.220 0.02
O 0.981 4.431 3.655 -0.07
H 0.846 3.721 3.028 0.01
H 1.809 4.831 3.390 0.02
O 1.024 -1.469 -3.789 -0.06
H 0.769 -0.876 -3.082 0.02
H 0.894 -0.958 -4.588 0.02
O 1.936 -0.861 5.227 -0.06
H 2.893 -0.854 5.207 0.02
H 1.676 -0.506 4.377 0.03
O 0.518 -4.049 -0.442 -0.06
H 0.067 -4.624 0.176 0.02
H 0.716 -3.261 0.064 0.02
```

CH6OSi2 | ωB97M-V with the def2-TZVPD basis set

The calculation puts the HOMO-LUMO gap at 8.9 eV. For the energy above the lowest of the compared OMol25 structures with the same formula, charge and spin, the calculation gives 4.0038 eV.

XYZ file:
```
10
Properties=species:S:1:pos:R:3:lowdin_charge:R:1
C 0.479 0.750 1.585 -0.56
O 0.637 0.783 2.738 0.02
Si -1.017 -0.671 -1.116 0.47
Si 0.958 -0.263 0.099 0.44
H -0.464 1.776 0.788 0.10
H -1.657 0.573 -0.916 -0.15
H -0.936 -0.768 -2.585 -0.12
H -1.740 -1.872 -0.625 -0.11
H 1.924 -1.270 0.623 -0.08
H 1.817 0.961 -0.591 0.00
```

C16H11F2OPS4Se2Sn | ωB97M-V with the def2-TZVPD basis set

The calculation puts the HOMO-LUMO gap at 5.6 eV. For the energy above the lowest of the compared OMol25 structures with the same formula, charge and spin, the calculation gives 0.9926 eV.

XYZ file:
```
38
Properties=species:S:1:pos:R:3:lowdin_charge:R:1
Sn -1.837 1.929 -0.426 0.67
Se 1.906 2.136 -0.198 0.35
P 1.309 0.168 0.124 0.15
Se -0.845 -0.174 0.625 0.39
C 1.574 -0.837 -1.379 -0.40
C 0.596 -0.803 -2.372 -0.12
C 0.795 -1.423 -3.592 -0.07
C 1.982 -2.092 -3.849 -0.08
C 2.973 -2.113 -2.881 -0.07
C 2.776 -1.482 -1.662 -0.09
C 2.047 -0.607 1.606 -0.41
C 1.652 -0.037 2.819 -0.14
C 2.204 -0.460 4.013 -0.07
C 3.166 -1.461 4.022 -0.08
C 3.565 -2.034 2.827 -0.08
C 3.011 -1.609 1.626 -0.08
H -0.339 -0.289 -2.192 0.04
H 0.019 -1.383 -4.345 0.11
H 2.138 -2.583 -4.800 0.11
H 3.914 -2.610 -3.075 0.11
H 3.599 -1.466 -0.964 0.09
H 0.916 0.759 2.825 0.08
H 1.881 -0.005 4.940 0.11
H 3.602 -1.789 4.956 0.11
H 4.310 -2.818 2.820 0.11
H 3.334 -2.096 0.721 0.08
O -8.678 1.145 -1.395 -0.03
C -7.508 1.181 -1.159 -1.00
S -6.276 0.332 -2.106 0.98
C -4.903 0.807 -1.127 -1.16
C -5.154 1.664 -0.081 -1.14
S -3.954 2.410 0.872 0.60
S -6.810 2.129 0.178 0.99
S -3.363 0.236 -1.531 0.54
F -0.632 3.091 2.019 -0.01
C -1.031 3.607 0.838 -0.59
F -0.032 4.331 0.311 -0.06
H -1.908 4.247 0.993 0.08
```

C19H17NO3 | ωB97M-V with the def2-TZVPD basis set

The calculation puts the HOMO-LUMO gap at 8.5 eV. For the energy above the lowest of the compared OMol25 structures with the same formula, charge and spin, the calculation gives 0.8808 eV.

XYZ file:
```
40
Properties=species:S:1:pos:R:3:lowdin_charge:R:1
C -5.489 -2.775 -0.101 -0.10
O -5.525 -1.371 -0.036 -0.09
C -4.351 -0.686 0.084 -0.27
C -3.090 -1.294 0.160 -0.03
C -1.940 -0.543 0.285 0.00
C -2.044 0.841 0.336 -0.12
C -1.118 1.930 0.461 -0.16
C 0.364 1.801 0.549 -0.04
C 0.927 1.511 -0.837 -0.42
O 0.362 1.856 -1.854 0.09
N 2.087 0.798 -0.906 0.02
C 2.503 0.282 -2.212 -0.10
C 3.369 -0.943 -1.904 -0.09
C 3.729 -0.730 -0.463 -0.16
C 4.662 -1.388 0.304 -0.03
C 4.843 -0.995 1.625 -0.09
C 4.110 0.057 2.142 -0.09
C 3.163 0.725 1.376 -0.02
C 2.951 0.305 0.073 -0.16
C -1.876 3.052 0.435 -0.03
O -3.203 2.786 0.319 0.07
C -3.316 1.441 0.255 -0.20
C -4.475 0.699 0.131 0.09
H -5.065 -3.211 0.810 0.09
H -4.924 -3.125 -0.971 0.09
H -6.527 -3.090 -0.199 0.09
H -3.005 -2.368 0.119 0.10
H -0.977 -1.028 0.340 0.11
H 0.797 2.734 0.916 0.13
H 0.619 0.986 1.228 0.12
H 1.614 0.060 -2.804 0.12
H 3.075 1.055 -2.737 0.13
H 4.248 -0.997 -2.545 0.12
H 2.807 -1.873 -2.023 0.12
H 5.249 -2.190 -0.118 0.11
H 5.571 -1.500 2.241 0.10
H 4.278 0.377 3.159 0.10
H 2.642 1.567 1.800 0.10
H -1.601 4.088 0.491 0.13
H -5.448 1.157 0.069 0.13
```

- Among the records above, which one has the highest energy above the lowest of the compared OMol25 structures with the same formula, charge and spin?
  CH6OSi2

- What is the formula in the second record?
  H8IO4